1.
{
  "formula": "C35H54AlBN5O4P2",
  "method": "ωB97M-V with the def2-TZVPD basis set",
  "elements": ["Al", "C", "C", "C", "C", "P", "C", "N", "B", "N", "C", "P", "C", "C", "C", "C", "C", "C", "C", "C", "C", "C", "C", "C", "C", "C", "C", "C", "C", "C", "H", "H", "H", "H", "H", "H", "H", "H", "H", "H", "H", "H", "H", "H", "H", "H", "H", "H", "H", "H", "H", "H", "H", "H", "H", "H", "H", "H", "H", "H", "H", "H", "H", "H", "H", "H", "H", "H", "H", "H", "H", "H", "H", "H", "O", "C", "O", "C", "C", "N", "N", "C", "C", "O", "O", "H", "H", "H", "N", "C", "C", "C", "C", "C", "C", "H", "H", "H", "H", "H", "H", "H"],
  "xyz": [[-0.53, 1.22, 0.34], [-1.04, -0.45, -3.47], [-0.71, 0.99, -3.90], [-2.03, 1.69, -4.24], [0.19, 0.93, -5.14], [0.04, 1.79, -2.39], [1.78, 1.12, -2.42], [2.26, 0.95, -1.06], [1.47, 0.97, 0.12], [2.37, 0.85, 1.22], [2.03, 0.93, 2.63], [0.19, 1.22, 2.83], [-0.41, -0.22, 3.85], [-1.94, -0.19, 3.87], [0.02, -1.47, 3.07], [0.14, -0.27, 5.27], [0.11, 2.88, 3.65], [0.99, 3.05, 4.90], [0.58, 3.85, 2.55], [-1.34, 3.22, 4.01], [3.67, 0.78, 0.72], [4.89, 0.66, 1.37], [6.04, 0.58, 0.59], [5.97, 0.62, -0.80], [4.75, 0.75, -1.46], [3.60, 0.83, -0.69], [0.28, 3.63, -2.59], [0.81, 4.06, -3.96], [1.29, 4.06, -1.51], [-1.04, 4.34, -2.30], [-1.52, -0.98, -4.30], [-1.73, -0.46, -2.62], [-0.14, -1.01, -3.21], [-2.57, 1.09, -4.98], [-1.87, 2.67, -4.68], [-2.68, 1.80, -3.37], [-0.33, 0.38, -5.93], [1.13, 0.42, -4.95], [0.41, 1.92, -5.53], [2.43, 1.81, -2.97], [1.79, 0.17, -2.96], [2.57, 1.76, 3.09], [2.33, 0.02, 3.16], [-2.35, -0.26, 2.86], [-2.35, 0.70, 4.34], [-2.30, -1.06, 4.44], [-0.27, -1.42, 2.02], [-0.48, -2.34, 3.51], [1.09, -1.66, 3.11], [-0.29, 0.51, 5.90], [1.23, -0.17, 5.30], [-0.12, -1.23, 5.72], [2.04, 2.79, 4.73], [0.63, 2.45, 5.73], [0.96, 4.09, 5.20], [1.59, 3.64, 2.20], [0.58, 4.87, 2.95], [-0.11, 3.84, 1.70], [-1.69, 2.65, 4.86], [-2.02, 3.07, 3.17], [-1.39, 4.28, 4.29], [4.94, 0.62, 2.45], [7.00, 0.49, 1.08], [6.88, 0.56, -1.38], [4.71, 0.78, -2.54], [1.71, 3.53, -4.26], [1.05, 5.13, -3.92], [0.06, 3.93, -4.74], [2.28, 3.63, -1.66], [0.94, 3.79, -0.51], [1.39, 5.15, -1.54], [-1.82, 4.10, -3.02], [-0.88, 5.42, -2.35], [-1.42, 4.10, -1.30], [-6.35, 0.00, 0.26], [-5.49, -0.25, -0.74], [-5.85, -0.31, -1.87], [-4.06, -0.50, -0.36], [-3.37, -1.69, -0.44], [-2.08, -1.45, -0.16], [-1.89, -0.16, 0.09], [-3.08, 0.44, -0.01], [-3.11, 1.92, 0.24], [-4.13, 2.54, 0.27], [-1.89, 2.38, 0.43], [-5.88, 0.10, 1.10], [-3.71, -2.68, -0.70], [-1.25, -2.07, -0.31], [0.32, -2.84, -0.77], [1.22, -3.16, 0.30], [2.41, -2.47, 0.47], [3.25, -2.78, 1.52], [2.92, -3.79, 2.41], [1.73, -4.49, 2.24], [0.87, -4.17, 1.20], [0.14, -3.66, -1.34], [0.72, -2.13, -1.37], [2.69, -1.69, -0.24], [4.18, -2.23, 1.63], [3.59, -4.05, 3.22], [1.46, -5.29, 2.92], [-0.06, -4.71, 1.07]],
  "mulliken_charge": [-0.0219, -1.8626, 1.8906, -1.8819, -1.6868, 1.0369, -1.8457, 0.5628, 0.7928, 0.6190, -2.3588, 0.6150, 2.4473, -1.7814, -2.2198, -1.8803, 1.8154, -1.5885, -1.5331, -1.7169, 0.2422, -0.8746, -0.8703, -0.8669, -0.9971, 0.2919, 1.9682, -1.8137, -2.3690, -1.6968, 0.6632, 0.2737, 0.2779, 0.5285, 0.3291, 0.2434, 0.5245, 0.2752, 0.3197, 0.5288, 0.5573, 0.9236, 0.6022, 0.1537, 0.3554, 0.5659, 0.1503, 0.8820, 0.0679, 0.4236, 0.2713, 0.4970, 0.2701, 0.3401, 0.5170, 0.1602, 0.7173, 0.1402, 0.3589, 0.1799, 0.5249, 0.5302, 0.4416, 0.4354, 0.5192, 0.3016, 0.5039, 0.3340, 0.2018, 0.5370, 0.7016, 0.2901, 0.5693, 0.1867, -0.4703, 0.4004, -0.5107, 0.4157, -0.9009, 0.3902, 0.3376, 0.5805, 0.4296, -0.6642, -0.3824, 0.4088, 0.5186, 0.0341, -0.5503, 0.2047, -0.0980, -0.4134, -0.7167, -0.6159, -0.4562, 0.3047, -0.0063, 0.4058, 0.4911, 0.4360, 0.4126, 0.4240],
  "de_lowest_kcal_mol": 0.0,
  "charge": 1,
  "e_homo_ev": -10.6391,
  "gap_ev": 8.2
}

=====

2.
{
  "formula": "C26H39AsBF2N2Ni",
  "method": "ωB97M-V with the def2-TZVPD basis set",
  "elements": ["Ni", "C", "C", "C", "C", "C", "C", "C", "C", "N", "C", "C", "C", "C", "N", "C", "C", "C", "C", "C", "C", "C", "C", "H", "H", "H", "H", "H", "H", "H", "H", "H", "H", "H", "H", "H", "H", "H", "H", "H", "H", "H", "H", "H", "H", "H", "H", "F", "B", "F", "C", "C", "As", "C", "C", "C", "C", "H", "H", "H", "H", "H", "H", "H", "H", "H", "H", "H", "H", "H", "H", "H"],
  "xyz": [[-0.48, 0.04, -0.06], [1.20, -1.01, 2.87], [2.25, -1.44, 1.87], [3.10, -2.50, 2.16], [4.09, -2.88, 1.25], [4.21, -2.21, 0.05], [3.38, -1.14, -0.27], [3.55, -0.45, -1.60], [2.41, -0.77, 0.66], [1.50, 0.31, 0.40], [1.86, 1.51, 0.34], [3.25, 2.00, 0.57], [0.76, 2.49, 0.03], [1.10, 3.95, -0.04], [-0.39, 2.00, -0.19], [-1.53, 2.86, -0.42], [-2.09, 3.56, 0.65], [-1.54, 3.48, 2.05], [-3.22, 4.32, 0.38], [-3.76, 4.39, -0.90], [-3.19, 3.66, -1.93], [-2.08, 2.87, -1.70], [-1.48, 2.02, -2.79], [0.96, -1.83, 3.55], [0.29, -0.68, 2.38], [1.56, -0.18, 3.48], [2.99, -3.03, 3.09], [4.75, -3.70, 1.49], [4.97, -2.51, -0.66], [3.63, -1.18, -2.40], [4.46, 0.15, -1.62], [2.71, 0.21, -1.84], [3.89, 1.20, 0.94], [3.26, 2.82, 1.29], [3.67, 2.39, -0.36], [1.87, 4.09, -0.81], [1.53, 4.29, 0.90], [0.24, 4.55, -0.29], [-1.17, 2.48, 2.30], [-2.32, 3.73, 2.77], [-0.72, 4.18, 2.20], [-3.69, 4.86, 1.20], [-4.63, 5.00, -1.08], [-3.62, 3.70, -2.92], [-2.16, 1.95, -3.64], [-1.28, 1.01, -2.42], [-0.53, 2.42, -3.15], [-3.34, 0.40, -0.07], [-2.22, 0.22, 0.65], [-2.41, 0.15, 1.98], [0.88, -3.99, 0.14], [-0.48, -3.60, 0.72], [-1.33, -2.12, -0.23], [-3.19, -2.65, -0.18], [-3.77, -2.76, 1.23], [-0.92, -2.43, -2.12], [0.40, -1.81, -2.57], [1.35, -4.74, 0.78], [1.56, -3.14, 0.09], [0.78, -4.41, -0.86], [-0.40, -3.31, 1.77], [-1.18, -4.43, 0.65], [-3.22, -3.62, -0.69], [-3.76, -1.94, -0.78], [-3.22, -3.48, 1.83], [-4.81, -3.10, 1.18], [-3.76, -1.80, 1.75], [-1.76, -1.99, -2.66], [-0.94, -3.50, -2.30], [0.44, -0.75, -2.32], [0.51, -1.89, -3.65], [1.25, -2.30, -2.10]],
  "mulliken_charge": [-0.2923, -1.5209, 1.5442, -0.9841, -0.9594, -0.7833, 1.7806, -1.9276, -1.1130, 0.8182, 0.9861, -2.2039, 1.1765, -2.0300, 1.0479, -1.5007, 1.9674, -1.3561, -1.0466, -0.9071, -1.1281, 1.2000, -1.2735, 0.4722, 0.1221, 0.3664, 0.4482, 0.4377, 0.5064, 0.5218, 0.4450, 0.1785, 0.4279, 0.5416, 0.3619, 0.4512, 0.4284, 0.4052, 0.1475, 0.4925, 0.2948, 0.4708, 0.4412, 0.4443, 0.4894, -0.0018, 0.3106, -0.2168, 0.4800, -0.1649, -1.4220, -0.8044, 0.3813, -0.9204, -1.0247, -1.1134, -0.7062, 0.4180, 0.2997, 0.3773, 0.4859, 0.6230, 0.5961, 0.4629, 0.3033, 0.3791, 0.2252, 0.5404, 0.5899, -0.1026, 0.5298, 0.0849],
  "de_lowest_kcal_mol": 3.9,
  "charge": 1,
  "e_homo_ev": [-11.1492, -11.1475],
  "gap_ev": [7.6, 7.6]
}

=====

3.
{
  "formula": "C3HF2NO",
  "method": "ωB97M-V with the def2-TZVPD basis set",
  "elements": ["C", "C", "C", "N", "O", "F", "F", "H"],
  "xyz": [[-2.04, -0.05, -0.16], [-0.57, 0.42, -0.26], [1.28, -0.22, 0.20], [-3.14, -0.20, 0.08], [-0.46, 1.48, -0.75], [1.98, -0.61, -0.89], [1.03, -1.26, 0.95], [1.92, 0.44, 0.83]],
  "mulliken_charge": [0.1752, 0.2705, 0.3774, -0.2938, -0.3284, -0.1932, -0.2061, 0.1983],
  "de_lowest_kcal_mol": 51.7,
  "charge": 0,
  "e_homo_ev": -10.6599,
  "gap_ev": 10.1
}

=====

4.
{
  "formula": "C34H53FN15O",
  "method": "ωB97M-V with the def2-TZVPD basis set",
  "elements": ["O", "C", "F", "C", "N", "C", "C", "C", "C", "H", "H", "H", "H", "H", "H", "H", "H", "H", "H", "H", "C", "C", "N", "H", "H", "H", "C", "C", "N", "H", "H", "H", "C", "C", "N", "H", "H", "H", "C", "C", "N", "H", "H", "H", "C", "C", "N", "H", "H", "H", "C", "C", "N", "H", "H", "H", "C", "C", "N", "H", "H", "H", "C", "C", "N", "H", "H", "H", "C", "C", "N", "H", "H", "H", "C", "C", "N", "H", "H", "H", "C", "C", "N", "H", "H", "H", "C", "C", "N", "H", "H", "H", "C", "C", "N", "H", "H", "H", "C", "C", "N", "H", "H", "H"],
  "xyz": [[3.85, -2.25, 2.37], [3.31, -1.48, 1.39], [3.67, -0.02, 1.31], [2.21, -2.10, 0.30], [0.85, -1.75, 0.85], [0.04, -2.79, 1.61], [-1.08, -1.79, 2.35], [-1.30, -0.64, 1.17], [-0.15, -0.99, 0.00], [2.44, -3.26, 0.23], [2.47, -1.57, -0.73], [1.07, -1.05, 1.61], [0.66, -3.51, 2.31], [-0.67, -3.44, 0.91], [-0.43, -1.34, 3.23], [-2.04, -2.40, 2.71], [-0.87, 0.39, 1.57], [-2.44, -0.67, 0.84], [0.43, -0.09, -0.48], [-0.72, -1.74, -0.72], [6.68, 0.13, 1.56], [7.49, 1.41, 1.51], [8.15, 2.48, 1.46], [6.38, -0.08, 2.59], [5.79, 0.22, 0.94], [7.29, -0.71, 1.19], [7.91, -0.79, 5.37], [8.64, -1.38, 4.18], [9.26, -1.87, 3.19], [8.32, 0.19, 5.62], [6.84, -0.68, 5.14], [8.01, -1.44, 6.24], [-3.81, 2.44, -0.01], [-3.02, 1.42, -0.82], [-2.36, 0.58, -1.49], [-3.54, 3.45, -0.32], [-4.88, 2.28, -0.17], [-3.59, 2.32, 1.05], [-5.62, -1.93, -1.27], [-4.95, -2.43, 0.00], [-4.40, -2.86, 1.05], [-6.67, -1.73, -1.09], [-5.13, -1.00, -1.60], [-5.53, -2.67, -2.07], [-0.72, 1.44, -4.53], [-0.30, 0.53, -5.67], [0.06, -0.23, -6.61], [-1.36, 0.89, -3.83], [0.16, 1.81, -4.00], [-1.28, 2.30, -4.92], [10.02, -1.35, -0.63], [8.88, -1.62, -1.60], [7.94, -1.85, -2.40], [10.00, -2.07, 0.19], [10.98, -1.43, -1.15], [9.92, -0.34, -0.21], [4.15, 0.52, -6.93], [3.51, 1.41, -5.88], [2.97, 2.15, -5.01], [5.19, 0.81, -7.08], [4.12, -0.53, -6.60], [3.61, 0.60, -7.87], [-4.76, 0.02, 3.39], [-3.95, 1.31, 3.34], [-3.29, 2.38, 3.29], [-5.06, -0.19, 4.42], [-5.65, 0.11, 2.76], [-4.15, -0.81, 3.02], [-0.72, 2.65, 6.17], [-0.30, 1.74, 5.03], [0.06, 0.98, 4.08], [-1.36, 2.10, 6.87], [0.16, 3.02, 6.70], [-1.28, 3.50, 5.77], [1.65, 4.38, -7.41], [0.43, 4.78, -8.23], [-0.58, 5.10, -8.91], [1.36, 3.68, -6.62], [2.39, 3.90, -8.05], [2.09, 5.27, -6.95], [-8.84, -0.04, -3.43], [-7.51, 0.31, -2.78], [-6.41, 0.60, -2.23], [-9.66, 0.45, -2.91], [-8.84, 0.29, -4.48], [-8.99, -1.12, -3.40], [0.74, -4.24, 5.71], [-0.40, -4.51, 4.74], [-1.34, -4.74, 3.94], [0.72, -4.96, 6.53], [1.70, -4.32, 5.19], [0.64, -3.23, 6.13], [-5.97, 5.21, 5.34], [-5.94, 3.73, 5.69], [-5.92, 2.50, 5.98], [-6.81, 5.42, 4.67], [-6.08, 5.81, 6.25], [-5.04, 5.49, 4.84], [-2.87, -2.22, -6.11], [-3.97, -2.77, -5.22], [-4.88, -3.23, -4.48], [-2.36, -3.04, -6.62], [-3.31, -1.55, -6.86], [-2.15, -1.66, -5.51]],
  "mulliken_charge": [-0.4627, 0.5708, -0.2487, -0.2451, 0.3753, -0.7396, -0.3995, 0.1571, -0.7903, 0.3277, 0.3353, 0.1962, 0.3869, 0.1999, 0.1110, 0.3884, 0.1022, -0.0630, 0.3423, 0.2901, -0.2803, 0.2108, -0.4658, 0.0591, 0.1597, 0.2711, -0.7808, 0.4452, -0.4785, 0.2786, 0.2444, 0.3165, -0.4071, 0.5428, -0.5228, 0.3636, 0.2658, -0.1913, -0.5590, 0.3908, -0.5395, 0.2497, 0.2199, 0.2529, -0.3807, 0.3549, -0.5218, 0.0126, 0.2422, 0.3123, -0.6390, 0.3610, -0.4779, 0.2266, 0.3159, 0.2213, -0.7950, 0.4576, -0.5334, 0.3347, 0.2875, 0.2669, -0.5630, 0.5667, -0.6619, 0.3517, 0.2766, 0.0833, -0.7739, 0.4181, -0.5147, 0.2719, 0.3382, 0.2396, -0.3377, 0.2655, -0.4179, -0.0202, 0.2104, 0.2859, -0.7938, 0.5085, -0.5453, 0.2892, 0.2917, 0.2785, -0.8225, 0.4975, -0.4925, 0.3327, 0.2661, 0.2792, -0.7415, 0.4178, -0.4815, 0.2668, 0.2961, 0.2549, -0.4363, 0.3632, -0.5205, 0.2859, 0.2791, -0.0176],
  "de_lowest_kcal_mol": 329.9,
  "charge": 1,
  "e_homo_ev": -12.3284,
  "gap_ev": 8.5
}

=====

5.
{
  "formula": "C4H8NS",
  "method": "ωB97M-V with the def2-TZVPD basis set",
  "elements": ["C", "C", "C", "C", "N", "S", "H", "H", "H", "H", "H", "H", "H", "H"],
  "xyz": [[2.68, -0.36, -0.27], [1.32, -0.87, -0.33], [0.77, 1.25, 0.67], [-1.02, -0.18, -0.17], [0.35, 0.29, -0.36], [4.13, -0.09, -0.55], [1.12, -1.61, -1.09], [1.12, -1.30, 0.68], [0.28, 0.89, 1.56], [0.89, 2.34, 0.46], [-1.67, 0.37, 0.56], [-1.51, -0.29, -1.18], [-0.95, -1.18, 0.38], [0.48, 0.91, -1.12]],
  "mulliken_charge": [-0.1263, 0.0100, -0.6262, -0.7480, 0.0238, -0.2378, 0.4711, 0.3285, 0.3588, 0.2483, 0.3385, 0.3359, 0.3011, 0.3223],
  "de_lowest_kcal_mol": 101.3,
  "charge": 1,
  "e_homo_ev": [-11.3068, -13.6317],
  "gap_ev": [6.2, 9.1]
}

=====

6.
{
  "formula": "C6H8N2O2",
  "method": "ωB97M-V with the def2-TZVPD basis set",
  "elements": ["C", "C", "C", "C", "C", "C", "N", "N", "O", "O", "H", "H", "H", "H", "H", "H", "H", "H"],
  "xyz": [[-2.45, 1.72, -0.22], [-0.10, -0.18, 1.90], [-0.11, -0.58, 0.61], [1.12, -0.30, -0.28], [2.25, -0.48, 0.40], [0.82, 0.33, -1.60], [-1.40, 2.14, -0.22], [-1.15, -1.25, -0.11], [-0.91, -2.02, -1.04], [-2.29, -0.93, 0.20], [0.73, 0.29, 2.19], [-0.98, -0.40, 2.48], [2.41, -0.88, 1.43], [-3.47, 1.47, -0.27], [3.26, -0.10, -0.06], [0.35, 1.26, -1.29], [0.15, -0.35, -2.07], [1.78, 0.27, -2.07]],
  "mulliken_charge": [0.0877, -1.0888, 0.3156, 0.8234, -0.9960, -1.2464, -0.4062, 0.9841, -0.5574, -0.5991, 0.4956, 0.2884, 0.3515, 0.2905, 0.1837, 0.2901, 0.3664, 0.4170],
  "de_lowest_kcal_mol": 147.4,
  "charge": 0,
  "e_homo_ev": -9.6683,
  "smiles": "C=C(C)C(=C)[N+](=O)[O-].C#N",
  "gap_ev": 8.9
}

=====

7.
{
  "formula": "C13H13NO4",
  "method": "ωB97M-V with the def2-TZVPD basis set",
  "elements": ["O", "O", "O", "O", "C", "C", "C", "C", "C", "C", "C", "C", "C", "C", "N", "C", "C", "C", "H", "H", "H", "H", "H", "H", "H", "H", "H", "H", "H", "H", "H"],
  "xyz": [[1.06, 2.75, -4.55], [2.37, -0.66, 0.14], [-0.20, 1.11, -3.53], [-1.79, 0.73, -1.70], [0.62, 2.18, -3.56], [1.24, -0.97, 0.48], [0.86, 2.68, -2.26], [0.27, 1.88, -1.37], [0.13, -1.89, 4.59], [-0.75, -2.22, 3.56], [1.42, -1.39, 4.30], [-0.39, -1.95, 2.21], [1.79, -1.11, 2.97], [0.86, -1.34, 1.89], [0.23, -0.95, -0.49], [-2.73, 1.54, -2.46], [-0.42, 0.80, -2.11], [0.31, -0.53, -1.87], [1.39, 3.58, -1.97], [0.33, 2.02, -0.28], [-0.13, -2.01, 5.65], [-1.71, -2.68, 3.78], [2.13, -1.21, 5.12], [-1.11, -2.18, 1.43], [2.77, -0.64, 2.74], [-0.67, -0.96, -0.04], [-2.35, 2.54, -2.68], [-2.94, 1.05, -3.38], [-3.70, 1.59, -1.91], [-0.21, -1.31, -2.47], [1.34, -0.46, -2.23]],
  "mulliken_charge": [-0.5949, -0.6511, -0.3983, -0.4079, 0.0605, 0.5440, -0.1401, -0.7075, -0.2945, -0.6715, -0.4882, -0.2726, -0.3601, 0.4218, -0.1087, -0.7441, 1.5197, -1.1515, 0.4659, 0.4078, 0.3435, 0.3746, 0.3581, 0.3538, 0.3645, 0.2246, 0.2774, 0.3053, 0.2665, 0.2657, 0.4372],
  "de_lowest_kcal_mol": 52.5,
  "charge": 0,
  "e_homo_ev": -9.6919,
  "smiles": "CO[C@]1(CNC(=O)c2ccccc2)C=CC(=O)O1",
  "gap_ev": 10.0
}

=====

8.
{
  "formula": "CH3NO4",
  "method": "ωB97M-V with the def2-TZVPD basis set",
  "elements": ["C", "N", "O", "O", "O", "O", "H", "H", "H"],
  "xyz": [[-0.45, 0.38, 0.27], [0.66, -0.58, -0.05], [0.40, -1.76, -0.03], [1.76, 0.00, -0.17], [0.01, 1.57, 0.48], [-1.60, -0.11, 0.52], [-0.25, -0.02, -1.72], [1.01, 1.58, 0.12], [-1.53, -1.07, 0.58]],
  "mulliken_charge": [0.1975, 0.9903, -0.6402, -0.6887, -0.4129, -0.3322, 0.0897, 0.4380, 0.3586],
  "de_lowest_kcal_mol": 107.0,
  "charge": 0,
  "e_homo_ev": [-8.5354, -9.4341],
  "gap_ev": [7.6, 8.5]
}